Entry 1:
The following is a quantum chemistry calculation of a structure of composition H30O23S2Zn2 in a non-equilibrium geometry, from the OMol25 dataset.

The geometry in XYZ format:
```
57
H30O23S2Zn2 (ωB97M-V with the def2-TZVPD basis set)
Zn 2.56218 1.00005 1.22429
Zn -0.04527 0.57388 -3.23820
S 3.91108 -0.62615 -1.27628
O 5.19681 -1.09396 -0.78291
O 4.08018 -0.07357 -2.63869
O 2.93290 -1.64424 -1.29142
O 3.45884 0.52274 -0.47443
S -0.46102 0.20892 0.08165
O 0.82591 0.32977 0.75175
O -1.37345 1.17678 0.76205
O -0.35828 0.50160 -1.35939
O -0.93450 -1.13510 0.24692
O 1.13748 -2.63720 0.30045
H 0.38502 -2.04845 0.35876
H 1.73725 -2.20092 -0.30467
O -2.90476 0.25144 2.77134
H -3.09419 1.09525 3.18163
H -2.26981 0.45561 2.08476
O -1.74649 -0.55705 -3.71855
H -2.08916 -1.05129 -4.46322
H -2.39891 -0.67908 -3.02886
O -2.50545 -2.35336 1.82353
H -1.76403 -2.03783 1.30683
H -2.86366 -1.56661 2.23456
O 0.41962 -1.38709 3.36231
H 0.82450 -0.62142 2.95480
H -0.25783 -1.65853 2.74295
O 1.37862 1.50203 3.15671
H 1.61149 1.57598 4.08220
H 0.51115 1.90192 3.09482
O 2.97835 -0.88836 2.02440
H 2.61674 -1.52864 1.41161
H 3.20325 -1.40022 2.80136
O 2.25369 2.82274 0.39399
H 2.35740 3.40878 -0.35569
H 2.25677 3.40351 1.15485
O 1.69026 1.56895 -2.58422
H 1.80471 2.47582 -2.30012
H 2.51061 1.13734 -2.34556
O -2.93404 -1.55567 -1.51494
H -2.25184 -1.43289 -0.85483
H -3.33565 -2.39538 -1.29169
O 1.08935 -1.28994 -3.05349
H 1.67585 -1.53309 -2.33717
H 1.14241 -2.02317 -3.66651
O -0.88202 2.85656 2.72310
H -1.79724 2.90701 2.99890
H -0.89150 2.27118 1.96583
O -2.28539 3.49736 -1.28494
H -1.95633 3.12752 -0.46570
H -3.06720 3.98733 -1.03013
O -0.55581 -3.31850 -1.96130
H -0.05937 -3.10658 -1.17081
H -1.24485 -2.65504 -1.99703
O -3.71440 0.88421 -0.44894
H -2.89244 1.07034 0.00490
H -3.61755 -0.01529 -0.76160
```

Computed properties:
Electronic energy in a.u.: -6103.357487
Spin multiplicity: 2
⟨S²⟩: 0.762
E_HOMO (spin up / spin down) in eV: -12.56 / -12.56
Kohn-Sham gap (spin up / spin down) in eV: 7.445 / 4.777
Total charge: +1
Strongest force on any atom in eV Å⁻¹: 2.9
LUMO level (spin up / spin down) in eV: -5.110 / -7.778

Partial charges, Löwdin, in e:
1 Zn 0.814
2 Zn 1.014
3 S 0.335
4 O -0.049
5 O -0.117
6 O -0.235
7 O -0.339
8 S 0.427
9 O -0.322
10 O -0.349
11 O -0.325
12 O -0.316
13 O -0.029
14 H -0.034
15 H -0.028
16 O -0.028
17 H 0.047
18 H -0.024
19 O 0.005
20 H 0.105
21 H 0.040
22 O -0.038
23 H -0.045
24 H 0.000
25 O -0.025
26 H -0.033
27 H 0.011
28 O -0.013
29 H 0.098
30 H 0.009
31 O -0.003
32 H 0.041
33 H 0.111
34 O 0.018
35 H 0.098
36 H 0.094
37 O -0.002
38 H 0.086
39 H 0.020
40 O -0.038
41 H -0.002
42 H 0.105
43 O -0.026
44 H -0.003
45 H 0.097
46 O -0.028
47 H 0.065
48 H -0.020
49 O -0.049
50 H -0.005
51 H 0.046
52 O -0.028
53 H -0.007
54 H -0.015
55 O -0.048
56 H -0.049
57 H -0.014

***

Entry 2:
The following is a quantum chemistry calculation of a structure of composition C38H46P2SiSr in a non-equilibrium geometry, from the OMol25 dataset.

The geometry in XYZ format:
```
88
C38H46P2SiSr (ωB97M-V with the def2-TZVPD basis set)
Sr 1.61606 0.12689 -0.26524
C -2.45317 0.14977 5.66545
C -2.57465 -0.00563 4.34484
C -2.93406 1.00762 3.29258
C -1.66519 1.70423 2.72140
C -0.73223 2.36462 3.71078
C -1.15599 2.78772 4.92872
C -2.48760 2.69520 5.65138
C -2.81266 1.38577 6.43722
C 2.12190 -0.22176 2.71869
H -2.13079 -0.71335 6.24702
H -2.48614 -0.98943 3.93320
H -3.70504 1.75316 3.57807
H -3.31629 0.41468 2.43061
H -1.02338 0.92913 2.26634
H -1.95910 2.43935 1.94118
H 0.14168 2.87648 3.27833
H -0.50354 3.50853 5.40655
H -3.37200 2.81788 5.01607
H -2.57587 3.47573 6.43373
H -2.17366 1.31130 7.32417
H -3.86463 1.42120 6.82234
H 2.29751 -1.06866 3.39972
H 1.13921 0.20021 2.96691
H 2.93947 0.49258 2.88703
P 0.10445 -2.17510 -3.75695
P 1.92252 0.27797 -4.14162
C -0.63494 -0.61981 -4.37124
C 0.20844 0.39969 -4.64757
C -0.70080 -3.32790 -4.98706
C -1.85267 -3.01701 -5.73476
C -2.38940 -3.94634 -6.63664
C -1.77199 -5.18693 -6.80963
C -0.60347 -5.48686 -6.10590
C -0.06419 -4.56361 -5.21406
C -0.88215 -2.39187 -2.23865
C -0.57369 -1.48328 -1.19550
C -1.31962 -1.49763 -0.00559
C -2.38771 -2.40187 0.12899
C -2.70544 -3.28411 -0.91375
C -1.95955 -3.26340 -2.10551
C 2.59287 0.97937 -5.75079
C 2.47572 0.20360 -6.92746
C 2.85908 0.71206 -8.17350
C 3.37814 2.01491 -8.26576
C 3.53260 2.78168 -7.10302
C 3.15515 2.25938 -5.85590
C 1.94023 1.69463 -3.00521
C 3.05572 1.78404 -2.13204
C 3.25997 2.96260 -1.40629
C 2.32393 3.99109 -1.46702
C 1.17215 3.84882 -2.23406
C 0.98058 2.70691 -3.00476
H -1.71960 -0.60575 -4.57496
H -0.09805 1.26525 -5.24505
H -2.34136 -2.04646 -5.63567
H -3.28859 -3.68411 -7.20133
H -2.20059 -5.90430 -7.50721
H -0.10945 -6.44211 -6.25916
H 0.85962 -4.78165 -4.68233
H 0.01120 -0.55531 -1.54608
H -1.17476 -0.72830 0.77106
H -2.99291 -2.38294 1.04247
H -3.54400 -3.98350 -0.82414
H -2.23194 -3.91471 -2.93206
H 2.05988 -0.80464 -6.87099
H 2.74837 0.09371 -9.07391
H 3.65951 2.42134 -9.24279
H 3.94288 3.79563 -7.17061
H 3.28917 2.87756 -4.96958
H 3.82688 1.00046 -2.15911
H 4.19845 3.07692 -0.85292
H 2.51841 4.93859 -0.94439
H 0.43303 4.65878 -2.27440
H 0.08557 2.62391 -3.62764
C -0.71417 -1.19708 8.49806
Si 0.57879 -0.43431 7.35902
C 0.94573 1.36112 7.74278
C 2.15744 -1.48196 7.35085
H -1.69959 -0.71119 8.41402
H -0.30614 -1.07767 9.51621
H -0.81877 -2.27154 8.26642
H 1.13786 1.39590 8.83137
H 1.85004 1.68657 7.19443
H 0.11251 2.03760 7.47851
H 2.58828 -1.46948 8.37050
H 1.91593 -2.52199 7.06560
H 2.87462 -1.06857 6.61718
```

Computed properties:
Electronic energy in a.u.: -2478.198743
E_HOMO (spin up / spin down) in eV: -6.08 / -4.27
ΔE to the lowest compared entry with this formula, charge and spin in eV: 1.301
Kohn-Sham gap (spin up / spin down) in eV: 5.840 / 4.162
Strongest force on any atom in eV Å⁻¹: 2.9
LUMO level (spin up / spin down) in eV: -0.238 / -0.107

Partial charges, Löwdin, in e:
1 Sr 1.329
2 C -0.136
3 C -0.107
4 C -0.190
5 C -0.199
6 C -0.103
7 C -0.099
8 C -0.189
9 C -0.187
10 C -0.273
11 H 0.061
12 H 0.090
13 H 0.105
14 H 0.102
15 H 0.062
16 H 0.122
17 H 0.109
18 H 0.089
19 H 0.088
20 H 0.111
21 H 0.074
22 H 0.128
23 H -0.096
24 H -0.137
25 H -0.108
26 P 1.000
27 P 0.948
28 C -0.325
29 C -0.361
30 C -0.376
31 C -0.095
32 C -0.082
33 C -0.089
34 C -0.088
35 C -0.111
36 C -0.383
37 C -0.216
38 C -0.093
39 C -0.072
40 C -0.057
41 C -0.070
42 C -0.356
43 C -0.114
44 C -0.096
45 C -0.100
46 C -0.089
47 C -0.087
48 C -0.543
49 C -0.321
50 C -0.149
51 C -0.150
52 C -0.123
53 C -0.141
54 H 0.071
55 H 0.089
56 H 0.084
57 H 0.106
58 H 0.103
59 H 0.103
60 H 0.096
61 H 0.002
62 H 0.079
63 H 0.108
64 H 0.111
65 H 0.103
66 H 0.097
67 H 0.102
68 H 0.099
69 H 0.103
70 H 0.100
71 H 0.082
72 H 0.108
73 H 0.097
74 H 0.101
75 H 0.090
76 C -0.255
77 Si 0.625
78 C -0.244
79 C -0.256
80 H 0.007
81 H 0.028
82 H 0.030
83 H 0.029
84 H 0.032
85 H 0.002
86 H 0.025
87 H 0.020
88 H 0.021

***

Entry 3:
The following is a quantum chemistry calculation of a cluster of 2 separate species, C5H13N2O in total, from the OMol25 dataset.

The geometry in XYZ format:
```
21
C5H13N2O (ωB97M-V with the def2-TZVPD basis set)
C -1.81962 1.65521 -2.43676
C -1.35801 0.88599 -1.46457
O -0.71441 1.48961 -0.38329
C -1.55036 -0.59200 -1.34672
H -2.22479 1.22246 -3.34016
H -1.65745 2.72353 -2.41677
H -1.16999 1.24854 0.43151
H -2.11183 -0.97666 -2.19387
H -0.60757 -1.13551 -1.25416
H -2.14744 -0.79481 -0.44827
C 1.66133 -0.79933 0.81534
C 1.37430 0.17470 1.69694
N 1.53154 1.50350 1.51000
N 1.36221 -2.17541 1.25501
H 1.98638 -0.73533 -0.20800
H 1.03930 -0.11483 2.69203
H 1.31011 2.11319 2.27124
H 1.24981 1.87718 0.61274
H 2.17071 -2.80286 1.20949
H 0.58913 -2.62001 0.75820
H 1.08665 -2.14715 2.24008
```

Computed properties:
Electronic energy in a.u.: -382.767937
E_HOMO in eV: -12.21
ΔE to the lowest compared entry with this formula, charge and spin in eV: 2.550
Kohn-Sham gap in eV: 8.613
Total charge: +1
Strongest force on any atom in eV Å⁻¹: 0.7
LUMO level in eV: -3.592

Partial charges, Löwdin, in e:
1 C 0.086
2 C -0.451
3 O -0.033
4 C -0.044
5 H 0.073
6 H 0.076
7 H 0.099
8 H 0.087
9 H 0.058
10 H 0.087
11 C -0.097
12 C -0.192
13 N 0.110
14 N 0.174
15 H 0.127
16 H 0.134
17 H 0.109
18 H 0.098
19 H 0.176
20 H 0.164
21 H 0.161